1.
62
Properties=species:S:1:pos:R:3:forces:R:3 method="wB97M-V/def2-TZVPD" e_lumo_ev=0.578 homo_energy_ev=-7.53 relative_energy_kj_mol=20.9 gap_ev=8.11
Ir 0.08470 -0.11253 -1.83360 -0.202 0.257 -0.296
C -1.40064 1.61351 -4.96124 -0.017 -0.005 0.005
C -1.08806 1.82066 -3.50976 -0.037 0.098 -0.079
C -1.86773 1.25119 -2.53115 0.192 -0.119 0.152
C -1.43746 1.25825 -1.15443 0.111 -0.375 -0.048
C -2.38553 0.87085 -0.05708 0.015 0.130 0.038
C -0.16340 1.86026 -0.90432 -0.043 0.132 -0.091
C 0.47456 2.71168 -1.87937 -0.060 -0.031 -0.002
C 1.63900 3.58042 -1.49190 -0.052 -0.008 0.032
C 0.02108 2.65343 -3.16162 -0.014 -0.019 0.077
H -1.71926 2.54681 -5.43061 0.041 0.009 -0.003
H -2.18653 0.87195 -5.09534 -0.012 0.016 0.000
H -0.50672 1.26001 -5.47783 -0.013 -0.011 -0.012
H -2.76776 0.71270 -2.79919 -0.039 0.016 0.030
H -3.01206 1.72502 0.21701 0.015 0.000 -0.009
H -1.84066 0.54032 0.82686 -0.017 -0.009 0.009
H -3.04066 0.06390 -0.38110 0.012 -0.032 0.011
H 0.15523 1.93373 0.12953 0.025 0.012 0.007
H 1.45349 4.61771 -1.77382 0.020 -0.002 -0.013
H 2.54936 3.25578 -1.99731 0.008 -0.008 0.016
H 1.81674 3.55449 -0.41768 0.008 -0.021 0.012
H 0.53185 3.19722 -3.94800 -0.030 0.018 -0.013
C 0.05842 -2.05139 -4.11979 -0.127 0.111 0.041
O 0.63988 -0.92460 -3.52397 0.285 -0.229 0.179
H 0.37160 -2.98108 -3.63146 0.001 -0.013 -0.022
H 0.38198 -2.10135 -5.16563 -0.003 0.003 0.006
H -1.04095 -2.02155 -4.10958 -0.004 -0.016 0.009
C 2.04993 -2.28345 1.22877 -0.059 -0.027 -0.008
C 0.81105 -2.15887 0.33340 0.179 -0.141 -0.107
C 0.86489 -3.28170 -0.72003 0.011 0.030 0.030
C 0.89206 -0.80522 -0.36385 -0.141 0.245 0.035
C -0.48863 -2.29469 1.12655 -0.006 0.035 0.027
C -1.70077 -2.37972 0.44411 -0.048 0.004 -0.023
C -2.89673 -2.55374 1.12211 0.014 0.026 -0.017
C -2.90895 -2.63975 2.50704 0.034 0.003 0.038
C -1.71142 -2.55151 3.20010 -0.068 -0.002 0.003
C -0.51483 -2.38292 2.51600 0.009 0.042 -0.046
H 2.94769 -2.17326 0.61841 0.003 -0.006 -0.001
H 2.09036 -3.25684 1.72174 -0.002 0.005 0.010
H 2.06914 -1.50254 1.99261 0.017 -0.021 -0.006
H 1.83027 -3.26897 -1.22961 -0.029 0.020 -0.039
H 0.08792 -3.14833 -1.47021 0.009 -0.015 0.018
H 0.72782 -4.25513 -0.24444 0.028 0.001 0.017
H 1.60391 -0.12221 0.12770 0.006 -0.101 0.023
H -1.70298 -2.28814 -0.63538 -0.027 0.000 0.007
H -3.82557 -2.61646 0.56808 0.008 -0.007 -0.011
H -3.84155 -2.77669 3.03927 0.003 0.001 0.003
H -1.70445 -2.61894 4.28108 0.004 0.003 -0.001
H 0.40156 -2.31833 3.08630 0.004 -0.016 -0.008
C 1.41910 0.42204 4.56505 -0.084 -0.039 0.038
As 0.82191 1.17284 2.85386 0.007 0.017 0.004
C 0.28806 2.95144 3.51485 0.043 0.007 -0.033
C 2.62225 1.63440 2.20595 0.030 -0.038 0.029
H 0.55532 0.25268 5.20803 0.007 0.005 0.001
H 2.11725 1.09169 5.06753 0.004 0.010 -0.014
H 1.90534 -0.53785 4.38856 0.008 0.008 0.000
H 0.71663 3.15159 4.49672 0.029 0.008 -0.013
H -0.79708 3.01176 3.57631 -0.002 -0.007 0.037
H 0.63524 3.71568 2.81898 -0.024 -0.012 -0.024
H 3.05469 2.46645 2.76199 -0.020 -0.003 0.025
H 2.59886 1.87830 1.14445 -0.015 0.054 -0.006
H 3.26128 0.75897 2.33035 0.004 0.010 -0.022

2.
82
Properties=species:S:1:pos:R:3:forces:R:3 method="wB97M-V/def2-TZVPD" e_lumo_ev=0.472 homo_energy_ev=-8.26 smiles="O=C1OC[C@@H](F)O1.O=C1OC[C@@H](F)O1.O=C1OC[C@@H](F)O1.O=C1OC[C@@H](F)O1.O=C1OC[C@@H](F)O1.CCCNB(CCC)CNC" gap_ev=8.74
O 4.29569 3.36706 1.92312 -0.341 2.737 -0.644
C 4.10382 4.52010 1.57450 0.253 -2.741 1.168
O 2.95109 5.21435 1.82087 0.865 -0.826 -0.215
C 3.17927 6.53718 1.37817 -0.989 0.806 0.255
C 4.27049 6.35985 0.37843 0.582 0.546 -0.319
F 5.07759 7.44397 0.34807 0.144 0.142 -0.213
O 5.00828 5.27109 0.88555 -0.844 -0.487 0.154
H 3.48075 7.15762 2.22879 0.190 -0.015 -0.215
H 2.27513 6.96397 0.93570 0.064 -0.250 0.120
H 3.91948 6.12769 -0.63271 0.168 0.118 0.035
O -2.50951 0.23105 -5.31997 -2.257 -1.670 -0.560
C -3.46852 -0.47960 -5.57124 2.680 1.483 0.805
O -3.39794 -1.83704 -5.72563 0.180 1.251 0.081
C -4.72816 -2.29193 -5.87242 -0.080 -1.350 -0.209
C -5.43409 -1.07408 -6.36253 -0.807 0.157 0.116
F -6.71540 -1.05325 -5.93187 -0.232 0.340 -0.108
O -4.73919 -0.01745 -5.74001 0.758 -0.378 -0.266
H -5.10263 -2.63735 -4.90296 -0.152 0.223 -0.104
H -4.78312 -3.11952 -6.58479 0.188 0.154 0.161
H -5.40381 -0.94469 -7.44966 -0.172 0.044 0.106
O -6.04543 -5.10497 -6.92465 -2.394 0.623 1.367
C -7.09353 -4.84609 -6.35691 2.492 -1.099 -1.220
O -7.95290 -5.78989 -5.86477 0.834 0.643 -0.607
C -8.96575 -5.08630 -5.17410 -0.837 -0.772 0.615
C -8.91587 -3.73966 -5.81111 -0.334 0.899 0.375
F -9.25330 -2.77482 -4.92630 -0.137 0.178 -0.076
O -7.55489 -3.58205 -6.14240 0.030 -1.081 -0.405
H -8.72490 -5.05892 -4.10610 -0.033 0.260 -0.129
H -9.93720 -5.57132 -5.30229 0.263 -0.051 -0.084
H -9.52782 -3.64765 -6.71475 0.030 0.161 0.131
O 4.25719 0.97273 8.76871 0.398 1.217 -2.648
C 4.45034 1.48739 7.67982 -0.699 -1.624 2.767
O 4.48701 0.79581 6.50006 0.051 0.343 1.090
C 4.59963 1.76175 5.47428 -0.032 -0.451 -1.246
C 5.19569 2.92543 6.19001 -0.048 0.800 -0.194
F 4.77376 4.09104 5.65058 0.138 0.292 -0.038
O 4.66355 2.81990 7.49100 0.234 -0.875 -0.050
H 3.60560 1.97782 5.06855 0.155 0.234 0.050
H 5.23834 1.40032 4.66384 -0.111 -0.062 0.237
H 6.28979 2.91077 6.23741 -0.103 0.189 -0.030
O -1.24224 -1.78191 3.14158 1.180 -0.915 2.557
C -0.79644 -2.19536 4.19903 -1.016 1.232 -2.919
O 0.48789 -2.63397 4.37103 -0.951 0.292 -0.376
C 0.63839 -2.89735 5.75158 1.245 -0.326 0.376
C -0.76675 -3.12912 6.19157 -0.396 0.108 0.791
F -0.94453 -2.72625 7.46975 -0.153 -0.126 0.197
O -1.51895 -2.28393 5.35090 0.545 -0.363 -0.700
H 1.09724 -2.03033 6.23853 -0.252 -0.083 0.117
H 1.27538 -3.77044 5.91697 -0.083 0.143 -0.224
H -1.10871 -4.16309 6.07537 -0.060 0.113 0.167
C -2.56556 -0.59209 -1.75644 0.006 0.029 -0.625
C -1.65658 0.76122 -1.92863 0.542 -0.506 0.206
C -0.04999 0.48242 -1.55508 -1.985 0.335 -1.219
N 0.16457 1.00413 -0.15195 3.322 -1.840 -0.384
B 1.64570 1.13720 0.20091 -1.171 -0.404 0.419
C 2.80663 1.65206 -0.85956 0.235 0.866 0.278
C 3.90132 0.50762 -1.28214 0.702 0.366 -0.695
C 3.35194 -0.63295 -2.32354 1.049 -0.537 -0.396
C 2.03508 0.76456 1.78882 -1.093 1.759 0.241
N 2.42938 -0.68260 1.98463 -0.137 0.368 2.417
C 3.78377 -0.83723 2.64871 0.692 -0.448 0.318
H -3.18247 -0.71364 -2.76395 1.058 0.060 2.348
H -1.86280 -1.52299 -1.65502 -1.388 1.676 -0.200
H -3.28281 -0.56564 -0.81483 1.475 0.012 -2.083
H -2.05211 1.56557 -1.15878 0.924 -1.415 -1.880
H -1.68093 1.13492 -3.04928 -0.277 -0.702 2.433
H 0.55690 1.04340 -2.39066 -0.912 -0.899 2.109
H 0.20008 -0.66408 -1.67617 -0.544 2.189 0.354
H -0.32895 0.36589 0.53006 0.633 1.114 -0.974
H 3.41613 2.50310 -0.28774 -1.207 -1.805 -1.123
H 2.29651 2.20411 -1.77476 1.290 -1.358 1.522
H 4.80143 1.06038 -1.83555 -1.920 -1.116 1.287
H 4.38800 -0.02584 -0.34158 -1.263 1.256 -1.831
H 4.09477 -0.67089 -3.25512 -1.622 0.059 1.972
H 2.28874 -0.43284 -2.76974 2.027 -0.434 1.155
H 3.44467 -1.70311 -1.80950 -0.605 2.310 -1.177
H 2.82788 1.54062 2.17446 -1.309 -1.665 -0.525
H 1.03980 0.96430 2.41662 1.999 -0.292 -1.129
H 1.73840 -1.04840 2.70608 1.196 0.479 -1.505
H 3.71375 -1.62928 3.53891 0.285 1.493 -2.134
H 4.19950 0.14728 3.13843 -0.895 -1.698 -1.057
H 4.54752 -1.18571 1.82579 -1.261 0.569 1.837

3.
75
Properties=species:S:1:pos:R:3:forces:R:3 method="wB97M-V/def2-TZVPD" e_lumo_ev=0.143 homo_energy_ev=-9.54 smiles="O=C1CCCO1.O=C1CCCO1.O=C1CCCO1.O=C1CCCO1.O=C1CCCO1.ClCCl.ClCCl.ClCCl" gap_ev=9.68
O 4.45047 -1.69282 5.27491 -0.418 -0.791 -1.542
C 4.10709 -2.08117 4.17467 0.846 -0.147 1.435
C 4.58304 -3.30893 3.35724 0.660 0.710 1.309
C 3.52395 -3.47969 2.33462 0.125 0.230 -0.585
C 3.02388 -1.99715 2.15736 0.331 -1.951 -0.603
O 3.24006 -1.38541 3.43039 -1.021 0.225 -0.405
H 5.54028 -2.97137 2.95995 0.190 -0.242 -0.134
H 4.71212 -4.20355 3.96642 0.281 0.332 0.176
H 3.87603 -3.97230 1.42827 0.043 0.452 -0.243
H 2.85900 -4.22487 2.77124 -0.949 0.570 -0.145
H 3.61769 -1.45938 1.41825 0.115 -0.090 -0.027
H 2.00238 -2.04672 1.78027 -0.287 0.698 0.744
O 0.19677 3.77891 -6.95664 2.222 -2.761 2.603
C 0.74043 2.99628 -6.13108 -2.507 3.270 -3.440
C 2.11367 2.35387 -6.14943 -0.431 1.190 -1.001
C 2.33623 2.06264 -4.72017 -0.047 -0.631 0.421
C 0.92635 1.79986 -4.28233 0.014 -1.582 1.677
O 0.04959 2.60581 -5.05472 0.468 0.134 0.583
H 1.97932 1.43883 -6.72625 0.412 0.082 -0.341
H 2.83264 3.07444 -6.53927 -0.079 -0.452 -0.557
H 2.88487 1.12963 -4.59139 0.506 0.447 0.394
H 2.74210 2.94039 -4.21726 0.281 -0.304 0.194
H 0.67506 0.75077 -4.43850 -0.142 -0.181 -0.395
H 0.85782 1.87904 -3.19738 -0.660 0.810 -0.145
O 1.55487 2.17200 2.35786 -0.955 0.731 -0.336
C 0.66573 2.93276 2.67846 2.208 -0.659 1.523
C 0.84952 4.18838 3.58509 -0.964 0.033 -1.451
C -0.56334 4.71416 3.52496 -1.800 0.692 0.991
C -1.51853 3.57504 3.18035 1.576 -0.387 0.170
O -0.61742 2.66018 2.48015 -1.320 -0.117 -0.740
H 1.22899 3.96002 4.58106 -0.128 -0.324 -0.178
H 1.49143 4.94046 3.12637 0.361 -0.433 -0.010
H -0.94459 5.12913 4.45798 0.293 0.481 -0.017
H -0.75381 5.41882 2.71547 0.647 0.384 0.194
H -1.89768 3.01744 4.03677 -0.094 0.093 -0.017
H -2.33619 3.95542 2.56811 0.155 -0.608 -0.238
O -0.84539 -1.65285 2.31238 -0.714 -0.515 -0.260
C -1.16585 -2.51631 3.08384 0.745 0.054 1.007
C -0.26488 -3.05832 4.20832 -0.724 0.921 -0.233
C -1.21565 -3.88020 5.06466 1.298 -0.968 0.405
C -2.40597 -4.09648 4.16745 -0.527 -1.100 0.382
O -2.39595 -3.06526 3.20829 -0.303 1.565 -0.777
H 0.60738 -3.54184 3.76846 -0.049 -0.066 0.249
H 0.00704 -2.13249 4.71526 0.598 -0.192 0.042
H -0.78245 -4.80969 5.43410 0.081 -0.280 -0.481
H -1.46606 -3.42234 6.02162 -0.291 0.629 -0.370
H -2.45195 -4.98260 3.53439 0.474 -0.539 0.564
H -3.27262 -4.13530 4.82738 -0.521 0.575 -0.638
O -4.92032 0.60443 -6.39215 0.569 -0.274 -0.539
C -4.38654 1.18489 -5.48594 0.474 -1.504 -1.830
C -2.89468 1.27472 -5.14797 -1.090 0.160 0.687
C -2.95842 1.70768 -3.66603 0.488 -0.523 -0.019
C -4.37606 2.24544 -3.50759 0.243 1.088 0.454
O -5.13202 1.85305 -4.65875 -0.552 1.062 2.163
H -2.41666 0.31210 -5.32953 0.065 0.274 -0.110
H -2.52127 2.06499 -5.79924 0.387 -0.135 0.041
H -2.82137 0.88350 -2.96600 -0.018 -0.343 -0.352
H -2.18216 2.41081 -3.36415 -0.171 0.288 -0.296
H -4.85194 1.89090 -2.59329 -0.162 -0.112 -0.229
H -4.35747 3.33450 -3.46640 -0.200 0.072 -0.073
Cl 2.44847 0.39608 -0.97522 0.172 0.194 -0.084
C 0.90216 -0.05285 -0.27756 -0.611 -0.596 -0.377
Cl -0.48787 0.79659 -1.09023 0.718 -0.230 0.759
H 0.74080 -1.10309 -0.52057 0.017 0.290 0.147
H 0.94199 0.08061 0.80350 -0.341 0.511 -0.235
Cl 3.99978 -4.29018 -2.52203 0.050 0.352 0.226
C 2.24181 -4.40405 -2.53370 -0.306 -0.521 -0.375
Cl 1.34513 -3.39105 -1.40592 0.232 0.201 0.360
H 1.88566 -4.11135 -3.52142 0.154 -0.344 0.140
H 2.01288 -5.43434 -2.26134 -0.113 0.217 -0.334
Cl -4.27496 1.75227 1.83108 -0.334 0.169 -0.072
C -3.44505 0.41725 1.06115 1.069 -0.689 0.063
Cl -3.94998 0.05517 -0.60897 -0.174 0.112 0.506
H -2.37896 0.64281 1.03486 -0.187 0.182 -0.151
H -3.54040 -0.47811 1.67543 -0.377 0.110 -0.223